w | ORCA calculation (ωB97M-V/def2-TZVPD) on 5 unconnected molecules or ions with the total composition H10O5.

Results
SMILES string: O.O.O.O.O
HOMO-LUMO gap (eV): 10.7

Positions of all 15 atoms, in Å:
O  0.1878  -0.1925  -0.2296
H  -0.2345  0.3687  -0.9108
H  0.5906  0.4372  0.3606
O  2.2427  1.1804  0.9721
H  2.2850  0.8811  1.7967
H  2.3027  2.1583  1.1949
O  -0.3029  -2.6625  -1.0814
H  0.5796  -3.2186  -0.8098
H  -0.1283  -1.8370  -0.5756
O  -1.0656  1.9173  -1.5934
H  -0.3680  2.0473  -2.2560
H  -1.6911  1.5104  -2.0981
O  -1.1981  -0.7621  1.8687
H  -1.8380  -1.1069  2.3841
H  -1.3619  -0.7210  0.9774

***

x | ORCA calculation (ωB97M-V/def2-TZVPD) on 5 unconnected molecules or ions with the total composition H10O5.

Results
SMILES string: O.O.O.O.O
HOMO-LUMO gap (eV): 11.3

Positions of all 15 atoms, in Å:
O  -0.1413  -0.7323  1.4999
H  -0.5416  -1.5659  1.3396
H  0.3365  -0.7925  2.3345
O  -0.5680  -1.2517  -1.4046
H  -1.2262  -0.6942  -0.9855
H  0.0663  -0.5964  -1.5478
O  0.2984  1.6635  -0.2395
H  0.9207  2.1486  0.3741
H  0.8090  1.2824  -0.9397
O  2.4572  -0.1096  -0.0510
H  3.0616  -0.6905  -0.3917
H  1.5785  -0.3287  -0.0180
O  -2.1888  0.3950  0.0614
H  -2.1416  1.3740  0.0039
H  -1.7241  0.1443  0.9008

***

y | ORCA calculation (ωB97M-V/def2-TZVPD) on 5 unconnected molecules or ions with the total composition H10O5.

Results
SMILES string: O.O.O.O.O
HOMO-LUMO gap (eV): 11.1

Positions of all 15 atoms, in Å:
O  -0.1457  -0.7724  -0.5773
H  0.1609  -0.1512  0.0947
H  -0.0381  -0.2961  -1.4096
O  0.5972  0.6635  1.9919
H  1.3557  1.1936  2.2569
H  0.6969  -0.1755  2.4568
O  0.5692  1.6091  -2.6129
H  0.0133  1.6294  -3.3986
H  1.4690  1.5432  -2.9482
O  0.4322  -3.5402  -0.2157
H  0.3002  -2.6850  -0.6584
H  0.2202  -4.2089  -0.8721
O  -1.9886  2.0037  1.7065
H  -1.1682  1.4872  1.7082
H  -2.4742  1.6997  2.4777

***

z | ORCA calculation (ωB97M-V/def2-TZVPD) on 5 unconnected molecules or ions with the total composition H10O5.

Results
SMILES string: O.O.O.O.O
HOMO-LUMO gap (eV): 10.6

Positions of all 15 atoms, in Å:
O  -1.7943  0.6995  0.3907
H  -2.4904  0.6862  1.0441
H  -2.2537  0.8017  -0.4298
O  0.7080  -2.8393  0.2256
H  1.2693  -2.8508  1.0013
H  0.7791  -1.8966  -0.0006
O  -0.4130  1.7054  -2.5726
H  -0.3905  1.8002  -3.5265
H  -1.2078  1.2398  -2.3843
O  1.7206  -0.0797  2.4574
H  0.8357  -0.2600  2.8554
H  1.5319  -0.0231  1.5117
O  0.7440  0.0574  -0.1178
H  -0.1647  0.2106  0.1065
H  1.1258  0.7486  -0.5612

***

Unit: kJ/mol. Relative energies: w 116.6; x 57.8; y 0.0; z 28.5.

***

w | ORCA calculation (ωB97M-V/def2-TZVPD) on 5 unconnected molecules or ions with the total composition H10O5.

Results
SMILES string: O.O.O.O.O
HOMO-LUMO gap (eV): 10.6

Positions of all 15 atoms, in Å:
O  0.1074  0.5601  0.8179
H  0.6584  -0.2159  0.9459
H  0.6774  1.0911  0.2699
O  0.9944  1.8911  -1.3311
H  0.4874  1.7711  -2.1321
H  1.2514  2.8321  -1.5111
O  -0.7006  -0.9559  -1.1711
H  0.0904  -0.8769  -1.7321
H  -0.4566  -0.2779  -0.5561
O  1.2224  -2.1549  0.9699
H  1.1164  -2.9089  0.3519
H  2.1344  -1.9749  1.0789
O  -2.6846  0.0091  1.3839
H  -3.0686  0.8171  0.9849
H  -1.8296  0.3941  1.6299

***

x | ORCA calculation (ωB97M-V/def2-TZVPD) on a molecular structure, H10O5.

Results
HOMO-LUMO gap (eV): 8.3

Positions of all 15 atoms, in Å:
O  -0.3310  0.3517  -0.0873
H  -0.1241  0.8853  -0.8546
H  0.2404  -0.4123  -0.1652
O  -2.0686  -0.5750  0.2896
H  -2.6218  -0.1534  -0.3680
H  -1.2333  -0.1111  0.2337
O  -0.4798  1.2995  1.6467
H  -0.6136  2.0981  1.1361
H  -0.1796  0.6534  1.0074
O  1.0332  -0.9176  0.9427
H  1.7272  -0.2994  1.1716
H  1.4971  -1.6929  0.6266
O  0.9204  -0.5084  -1.5167
H  1.1466  0.3924  -1.7482
H  1.0871  -1.0103  -2.3145

***

y | ORCA calculation (ωB97M-V/def2-TZVPD) on a molecular structure, H10O5.

Results
HOMO-LUMO gap (eV): 8.4

Positions of all 15 atoms, in Å:
O  0.8224  -0.3416  -3.1027
H  1.0481  0.0655  -2.2663
H  -0.1329  -0.2963  -3.1416
O  1.4291  0.2878  -0.9625
H  2.1219  0.4273  -0.3169
H  1.1982  1.1675  -1.2607
O  -0.7355  0.5203  1.2752
H  -0.0297  0.9610  1.7482
H  -1.4420  1.1652  1.2427
O  -0.5057  -0.4074  -0.5017
H  -0.6783  -0.0264  0.3593
H  0.4449  -0.3556  -0.6008
O  -0.9099  -1.3072  2.6370
H  -1.8585  -1.3569  2.7551
H  -0.7723  -0.5034  2.1358

***

Unit: kJ/mol. Relative energies: w 0.0; x 703.3; y 563.6.

***

w | ORCA calculation (ωB97M-V/def2-TZVPD) on 5 unconnected molecules or ions with the total composition H10O5.

Results
SMILES string: O.O.O.O.O
HOMO-LUMO gap (eV): 11.6

Positions of all 15 atoms, in Å:
O  -0.3751  -1.4880  0.6649
H  -1.0929  -0.7870  0.9035
H  -0.8186  -2.4064  0.7884
O  -2.2908  0.5658  0.9959
H  -1.7413  1.0857  0.3831
H  -2.2466  1.0189  1.8566
O  -0.1849  1.6270  -0.4561
H  0.0151  2.4252  -1.1062
H  0.6905  1.2848  -0.0381
O  1.9827  0.2079  0.4603
H  1.9767  -0.1788  -0.4527
H  1.4626  -0.4394  1.0071
O  0.9825  -0.9706  -1.7178
H  0.4587  -0.1211  -1.8263
H  0.3807  -1.4184  -1.0934

***

x | ORCA calculation (ωB97M-V/def2-TZVPD) on 5 unconnected molecules or ions with the total composition H10O5.

Results
SMILES string: O.O.O.O.O
HOMO-LUMO gap (eV): 9.6

Positions of all 15 atoms, in Å:
O  0.9051  -0.1052  -1.3765
H  0.2211  0.0876  -0.6175
H  1.1816  -0.9516  -1.0670
O  -2.4456  -1.3850  1.1399
H  -1.9585  -1.1750  1.8717
H  -2.9350  -0.6073  0.8283
O  1.9528  -0.1276  2.0300
H  1.2976  0.4290  2.5701
H  1.3125  -0.3589  1.3683
O  -2.9465  1.8414  -0.3177
H  -2.9636  2.6863  -0.6683
H  -2.0856  1.4346  -0.5333
O  2.7956  -0.5216  -1.3699
H  3.1282  0.0749  -1.9788
H  2.5402  -1.3217  -1.8794

***

y | ORCA calculation (ωB97M-V/def2-TZVPD) on 5 unconnected molecules or ions with the total composition H10O5.

Results
SMILES string: O.O.O.O.O
HOMO-LUMO gap (eV): 11.1

Positions of all 15 atoms, in Å:
O  9.3730  21.7570  -9.1390
H  8.4690  22.1590  -9.0140
H  9.9260  22.1880  -8.4750
O  7.6330  23.6980  -5.7120
H  7.2410  23.3890  -6.4830
H  8.1790  23.0630  -5.3380
O  10.9710  22.7470  -7.1810
H  10.5250  22.6050  -6.3980
H  10.9020  23.6770  -7.3040
O  12.9570  20.8410  -6.3590
H  12.4500  21.6160  -6.5170
H  13.1180  20.4540  -7.2130
O  9.5140  21.7890  -4.9020
H  9.8050  22.5130  -4.3300
H  9.9840  20.9880  -4.6530

***

Unit: kJ/mol. Relative energies: w 0.0; x 335.9; y 61.2.